{
  "formula": "C24H39GaIO30S7",
  "method": "ωB97M-V with the def2-TZVPD basis set",
  "symbols": ["C", "C", "Ga", "C", "I", "O", "C", "O", "C", "C", "C", "C", "C", "C", "H", "H", "H", "H", "H", "H", "H", "H", "H", "H", "H", "C", "C", "O", "S", "O", "O", "O", "H", "H", "H", "H", "C", "C", "O", "S", "O", "O", "O", "H", "H", "H", "H", "C", "C", "O", "S", "O", "O", "O", "H", "H", "H", "H", "C", "C", "O", "S", "O", "O", "O", "H", "H", "H", "H", "C", "C", "O", "S", "O", "O", "O", "H", "H", "H", "H", "C", "C", "O", "S", "O", "O", "O", "H", "H", "H", "H", "C", "C", "O", "S", "O", "O", "O", "H", "H", "H", "H"],
  "xyz": [[6.291953, -0.772787, 2.614530], [7.168898, -1.623883, 3.149155], [6.972911, -3.618675, 3.321049], [8.497321, -4.526668, 2.322235], [7.242356, -4.178353, 5.867910], [5.369595, -4.287034, 2.532387], [4.292103, -4.177003, 3.284408], [4.002704, -4.940351, 4.181308], [3.385546, -3.029150, 2.897037], [2.956272, -2.982918, 1.572290], [2.143244, -1.937954, 1.152401], [1.790019, -0.959478, 2.073712], [2.202343, -1.017192, 3.398153], [3.018816, -2.065684, 3.827069], [5.460851, -1.054794, 1.974045], [6.417288, 0.296450, 2.800462], [8.083308, -1.189106, 3.557791], [8.187544, -5.563187, 2.164439], [9.398801, -4.457296, 2.929385], [8.613650, -4.052737, 1.345579], [3.269126, -3.766438, 0.892046], [1.834852, -1.926626, 0.112999], [1.174868, -0.131895, 1.732172], [1.931214, -0.256126, 4.121130], [3.373412, -2.158089, 4.854405], [1.794996, -6.495467, -2.229004], [3.100815, -6.150816, -1.542427], [3.553521, -4.969365, -2.216772], [2.297782, -4.091321, -2.672106], [2.078075, -3.076276, -1.715040], [2.429012, -3.800700, -4.057435], [1.173039, -5.230918, -2.483632], [1.967332, -6.992735, -3.186545], [1.150278, -7.114123, -1.610258], [3.840596, -6.941579, -1.626748], [2.949581, -5.907071, -0.488812], [-0.525075, 0.102166, -3.214863], [-0.771289, -1.339766, -2.825677], [-0.663279, -1.345250, -1.398410], [-1.177507, 0.044936, -0.810270], [-2.529124, -0.104201, -0.388581], [-0.173249, 0.566218, 0.035662], [-1.173611, 0.870529, -2.187780], [0.539308, 0.343922, -3.200593], [-0.939759, 0.348237, -4.188867], [-0.047039, -2.021836, -3.263055], [-1.781828, -1.658922, -3.092989], [-3.517379, 2.914554, -0.562996], [-3.144069, 3.440110, 0.803410], [-2.589910, 4.742477, 0.544406], [-3.319938, 5.393206, -0.718184], [-4.345321, 6.264425, -0.252416], [-2.334878, 5.815321, -1.643483], [-4.020821, 4.063077, -1.272067], [-2.646258, 2.538049, -1.095674], [-4.274988, 2.137899, -0.515581], [-2.419718, 2.809327, 1.310988], [-4.024450, 3.565834, 1.437941], [-7.524635, 5.082258, -0.309072], [-8.703539, 5.743205, -0.987410], [-9.241842, 4.719542, -1.840940], [-9.028120, 3.283850, -1.152957], [-10.224388, 2.917884, -0.486637], [-8.392104, 2.433963, -2.095491], [-7.958552, 3.734631, -0.054935], [-6.654270, 5.044594, -0.965213], [-7.251890, 5.573313, 0.620534], [-8.416494, 6.614513, -1.569778], [-9.474286, 6.025912, -0.267367], [4.730788, 1.282681, -3.947772], [5.796019, 0.622051, -3.096310], [5.147088, 0.359607, -1.851237], [3.595694, 0.036493, -2.106485], [3.427482, -1.363778, -2.125125], [2.815744, 0.880481, -1.277893], [3.521634, 0.590244, -3.620872], [4.606530, 2.335170, -3.683338], [4.936022, 1.198233, -5.012065], [6.663559, 1.258192, -2.943517], [6.114831, -0.331474, -3.524199], [-8.457732, 4.404693, -6.226054], [-7.604957, 4.820524, -5.048699], [-6.699250, 5.794111, -5.588424], [-7.427093, 6.610698, -6.758610], [-7.924787, 7.829980, -6.230975], [-6.602766, 6.574841, -7.910668], [-8.667238, 5.614270, -6.966609], [-7.932340, 3.695435, -6.868770], [-9.409200, 3.978458, -5.919874], [-7.056898, 3.988391, -4.615357], [-8.204749, 5.302579, -4.274339], [1.964020, -3.860567, 7.806222], [2.361476, -3.371744, 9.183822], [2.941864, -2.083732, 8.951915], [2.212314, -1.384746, 7.706262], [1.220294, -0.494481, 8.197947], [3.207202, -0.980072, 6.783206], [1.482327, -2.688281, 7.135059], [2.823316, -4.244659, 7.251592], [1.187709, -4.620307, 7.840811], [3.078296, -4.027939, 9.669503], [1.489079, -3.241985, 9.829879]],
  "atomic_forces_ev_per_a": [[0.447, 0.393, 0.105], [-0.486, -0.497, -0.189], [1.461, 0.265, -0.942], [-1.037, -0.056, 0.335], [-0.154, -0.010, -0.011], [-0.138, 0.186, 0.458], [-0.185, 0.007, -0.202], [-0.182, -0.012, 0.249], [0.369, -0.579, -0.074], [-0.133, 0.362, 0.271], [0.306, -0.408, 0.117], [-0.409, 0.502, -0.181], [0.458, -0.372, 0.287], [-0.205, -0.176, -0.261], [-0.266, -0.170, 0.468], [0.033, 0.029, -0.499], [-0.271, 0.045, 0.476], [0.345, -0.072, 0.049], [0.098, -0.115, -0.176], [0.156, 0.064, 0.077], [0.054, 0.113, -0.065], [-0.141, 0.319, 0.284], [0.122, -0.115, 0.159], [-0.091, 0.082, -0.168], [-0.135, 0.158, -0.394], [0.182, -0.281, -0.276], [-0.190, -0.003, 0.526], [-0.174, -0.091, -0.453], [0.205, -0.473, 0.413], [-1.235, -1.163, -0.139], [-0.048, 0.159, 0.004], [0.179, 0.127, 0.128], [0.016, -0.016, 0.023], [-0.136, 0.191, 0.034], [0.146, 0.165, -0.148], [-0.005, -0.046, 0.001], [0.536, -0.037, -0.112], [-0.381, -0.093, -0.279], [0.130, 0.305, 0.060], [0.402, -0.544, -0.538], [-0.021, 0.340, 0.160], [-0.305, 0.203, 0.326], [-0.320, -0.266, 0.030], [-0.007, -0.022, 0.010], [-0.176, 0.145, 0.123], [0.136, -0.003, 0.261], [0.016, 0.014, -0.037], [0.346, -0.367, -0.043], [-0.432, -0.092, 0.243], [0.066, -0.057, -0.386], [0.104, -0.570, 0.251], [-0.048, 0.152, -0.258], [-0.058, 0.333, 0.049], [-0.137, 0.265, 0.343], [-0.019, 0.037, -0.038], [-0.123, 0.128, -0.127], [0.197, 0.188, -0.066], [0.009, -0.030, -0.002], [0.417, 0.204, -0.330], [-0.240, 0.149, 0.442], [0.349, -0.164, -0.089], [0.213, 0.450, 0.209], [0.021, -0.290, -0.072], [-0.236, -0.084, -0.133], [-0.375, 0.097, -0.033], [0.022, 0.036, 0.046], [-0.031, -0.206, 0.107], [-0.035, -0.144, -0.220], [0.020, 0.015, -0.001], [0.106, 0.411, 0.086], [0.113, -0.361, -0.278], [-0.276, 0.441, -0.071], [0.707, 0.460, 0.164], [0.505, 0.863, -0.387], [-0.129, -0.096, -0.005], [0.138, -0.272, 0.039], [0.035, -0.004, 0.000], [-0.175, -0.147, -0.014], [-0.066, 0.020, 0.236], [0.015, 0.036, -0.047], [0.237, -0.391, -0.131], [-0.329, 0.077, 0.377], [-0.036, -0.149, -0.394], [-0.073, -0.282, 0.230], [-0.010, 0.102, -0.173], [0.071, 0.170, 0.011], [0.054, 0.188, 0.261], [0.004, -0.008, 0.027], [-0.105, 0.202, -0.076], [0.201, 0.111, -0.060], [-0.028, -0.073, 0.007], [0.534, -0.324, -0.161], [-0.418, -0.074, 0.172], [0.055, -0.073, -0.248], [0.136, -0.532, -0.024], [0.006, 0.146, -0.168], [-0.089, 0.446, 0.241], [-0.196, 0.204, 0.379], [-0.010, -0.003, -0.002], [-0.160, 0.173, -0.105], [0.192, 0.180, -0.057], [-0.001, -0.042, -0.007]],
  "lowdin_charge": [-0.1237, -0.2474, 0.0275, -0.2263, 0.1782, -0.0992, -0.6093, 0.0419, -0.1466, -0.0218, -0.0709, -0.0842, -0.0658, -0.0204, 0.0324, 0.0330, 0.0227, -0.0196, -0.0226, -0.0187, 0.1031, 0.0670, 0.0745, 0.0993, 0.0978, -0.1654, -0.1527, -0.1735, 0.6016, -0.2503, -0.2212, -0.1891, 0.1303, 0.1347, 0.1374, 0.1321, -0.1394, -0.1485, -0.1766, 0.5936, -0.2244, -0.2048, -0.1982, 0.1232, 0.1364, 0.1252, 0.1348, -0.1571, -0.1411, -0.1783, 0.5974, -0.2391, -0.2088, -0.1973, 0.1065, 0.1376, 0.1401, 0.1335, -0.1560, -0.1534, -0.2078, 0.5957, -0.2137, -0.2267, -0.1841, 0.1143, 0.1397, 0.1381, 0.1337, -0.1691, -0.1661, -0.1725, 0.6107, -0.2184, -0.2010, -0.1973, 0.1326, 0.1320, 0.1356, 0.1347, -0.1576, -0.1609, -0.1848, 0.6008, -0.2213, -0.2171, -0.1886, 0.1343, 0.1366, 0.1383, 0.1203, -0.1520, -0.1680, -0.1861, 0.5983, -0.2277, -0.2133, -0.1878, 0.1392, 0.1333, 0.1347, 0.1285],
  "homo_ev": -5.050,
  "total_charge": -1,
  "fmax_ev_per_a": 1.758,
  "gap_ev": 6.439
}